This record from the Open Molecules 2025 dataset describes a structure of composition C29H33BN8SiZr. The level of theory is ωB97M-V/def2-TZVPD.

Values from the calculation:
E_HOMO (spin up / spin down) (eV): -9.51 / -11.25
LUMO level (spin up / spin down) (eV): -2.891 / -2.846
Gap between HOMO and LUMO (spin up / spin down) (eV): 6.618 / 8.406
Strongest force on any atom (eV/Å): 0.7
ΔE to the lowest compared entry with this formula, charge and spin (kcal/mol): 2.2
⟨S²⟩: 0.753

ORCA input file:
```
! wB97M-V def2-TZVPD RIJCOSX def2/J DEFGRID3
* xyz 1 2
Zr 0.295 0.767 -0.109
C -3.182 -1.710 -1.449
C -1.851 -1.636 -1.081
N -1.562 -0.419 -0.602
N -2.714 0.306 -0.650
C -3.691 -0.455 -1.163
B -2.870 1.813 -0.235
N -2.036 2.662 -1.224
C -2.338 3.736 -1.970
C -1.221 4.084 -2.704
C -0.257 3.145 -2.353
N -0.751 2.295 -1.447
N -2.304 2.004 1.196
C -2.836 2.679 2.230
C -1.992 2.564 3.315
C -0.927 1.799 2.848
N -1.108 1.482 1.567
N -4.346 2.137 -0.259
C -5.291 1.688 0.620
C -6.518 1.888 0.055
C -6.235 2.460 -1.204
N -4.937 2.587 -1.394
H -3.708 -2.551 -1.863
H -1.085 -2.393 -1.135
H -4.685 -0.063 -1.299
H -3.332 4.144 -1.958
H -1.131 4.885 -3.415
H 0.756 3.041 -2.709
H -3.778 3.191 2.132
H -2.131 2.971 4.300
H -0.045 1.464 3.366
H -5.023 1.243 1.564
H -7.480 1.665 0.483
H -6.923 2.780 -1.970
C 0.934 4.845 1.878
C 1.008 4.283 0.623
C 1.647 3.049 0.457
C 2.189 2.348 1.542
C 2.102 2.955 2.809
C 1.502 4.185 2.974
Si 2.937 0.613 1.392
C 4.720 0.434 1.882
C 5.710 1.171 1.228
C 7.048 1.000 1.547
C 7.416 0.084 2.524
C 6.444 -0.655 3.184
C 5.105 -0.478 2.866
H 0.449 5.803 2.013
H 0.588 4.798 -0.232
H 1.824 2.688 -0.560
H 2.522 2.448 3.671
H 1.463 4.642 3.954
H 2.149 -0.173 2.394
H 5.439 1.891 0.462
H 7.806 1.580 1.036
H 8.461 -0.051 2.772
H 6.730 -1.366 3.948
H 4.354 -1.057 3.392
C 3.741 -1.898 -0.942
C 2.361 -1.248 -0.834
C 1.540 -2.077 0.165
C 1.666 -1.265 -2.203
C 2.438 0.218 -0.362
H 3.661 -2.934 -1.280
H 4.257 -1.890 0.020
H 4.364 -1.355 -1.656
H 1.361 -3.085 -0.215
H 0.531 -1.673 0.374
H 2.047 -2.164 1.126
H 1.550 -2.278 -2.598
H 2.237 -0.679 -2.925
H 0.652 -0.830 -2.167
H 3.173 0.769 -0.964
*
```